Entry 1:
Here is C17H14ClCrNO3S as an isolated structure in a non-equilibrium geometry from the OMol25 dataset. Energies are from the ωB97M-V functional and the def2-TZVPD basis.

```
38
Properties=species:S:1:pos:R:3:nbo_charge:R:1
C 1.522 -0.376 1.744 -0.3156
C 1.836 0.814 0.999 -0.3587
C 2.161 0.428 -0.351 -0.3817
H 1.921 1.818 1.397 0.2334
C 2.054 -1.003 -0.439 -0.3326
C 1.658 -1.496 0.856 -0.3475
H 1.610 -2.542 1.146 0.2512
H 1.265 -0.435 2.797 0.2365
H 2.551 1.076 -1.131 0.2419
H 2.333 -1.603 -1.302 0.2260
Cr 0.075 -0.143 0.091 1.0798
Cl -1.769 0.132 1.470 -0.6585
C -1.581 4.155 -3.166 -0.3629
C -0.700 3.636 -4.162 -0.3694
C 0.600 4.180 -3.928 -0.3753
H -0.974 2.971 -4.975 0.1710
C 0.521 5.036 -2.788 -0.3736
C -0.827 5.020 -2.317 -0.3659
H -1.216 5.592 -1.479 0.1725
H -2.645 3.952 -3.088 0.1751
H 1.486 4.001 -4.531 0.1678
H 1.336 5.621 -2.373 0.1682
O -2.240 -4.839 1.948 -0.9455
S -0.949 -4.604 1.381 2.3110
O 0.232 -5.087 2.073 -0.9577
N -0.722 -3.083 0.801 -0.8494
C -0.817 -2.978 -0.527 0.6068
O -0.742 -1.876 -1.179 -0.7034
C -0.925 -4.302 -1.155 -0.0468
C -0.774 -4.581 -2.501 -0.2021
C -0.811 -5.938 -2.843 -0.2221
C -0.942 -6.981 -1.885 -0.2253
C -1.011 -6.670 -0.523 -0.1860
C -0.966 -5.312 -0.220 -0.3289
H -0.634 -3.733 -3.173 0.2433
H -0.738 -6.192 -3.898 0.2001
H -0.979 -8.030 -2.195 0.2018
H -1.093 -7.403 0.280 0.2227
```

F_max = 2.82 eV Å⁻¹
HOMO-LUMO gap (spin up / spin down) = 4.81 / 4.81 eV
Charge = -2
2S+1 = 5
Expectation value of S² = 6.0241
E = -2839.55723 Ha



Entry 2:
Here is C43H40IN9OPbSeTe as an isolated structure in a non-equilibrium geometry from the OMol25 dataset. Energies are from the ωB97M-V functional and the def2-TZVPD basis.

```
97
Properties=species:S:1:pos:R:3:mulliken_charge:R:1
Pb 0.143 1.514 -1.279 0.8662
O 2.422 -1.831 -2.873 -0.8032
C 2.065 -0.723 -2.466 -0.3173
N 0.907 -0.507 -1.845 0.5816
C -0.099 -1.541 -2.086 -1.1919
C -1.072 -1.018 -3.155 0.3918
C -1.624 -1.901 -4.056 -0.6790
C -2.199 -1.391 -5.211 -0.5101
C -2.224 -0.011 -5.423 -0.6899
C -1.644 0.817 -4.488 -0.6916
N -1.127 0.312 -3.338 0.2853
C 2.912 0.475 -2.692 0.5999
C 4.091 0.288 -3.391 -0.4947
C 4.805 1.425 -3.803 -0.5763
C 4.284 2.671 -3.476 -0.8534
C 3.118 2.735 -2.731 -0.3916
N 2.466 1.658 -2.339 0.3204
H 0.390 -2.411 -2.543 0.7643
H -0.640 -1.859 -1.190 0.4835
H -1.557 -3.011 -3.917 0.4331
H -2.581 -2.002 -5.994 0.4818
H -2.652 0.355 -6.338 0.4674
H -1.689 1.905 -4.564 0.4359
H 4.357 -0.735 -3.657 0.5342
H 5.749 1.318 -4.327 0.4741
H 4.767 3.584 -3.778 0.4662
H 2.641 3.663 -2.528 0.5236
C -0.360 2.178 4.329 -1.1637
N 0.136 1.262 3.295 0.2733
C 0.649 0.165 3.697 -0.8736
C 1.076 -0.883 2.730 0.5033
C 1.304 -2.239 3.180 -1.0043
C 1.697 -2.894 2.090 -0.7999
C 1.785 -1.950 1.003 0.4703
N 1.339 -0.668 1.487 0.2959
C -1.781 2.542 4.058 0.4274
C -2.049 3.582 3.177 -0.3152
C -3.397 3.738 2.809 -0.7263
C -4.396 2.854 3.259 -0.3863
C -4.108 1.817 4.148 -0.9589
C -2.792 1.689 4.512 -0.3090
H 0.262 3.078 4.363 0.2631
H -0.245 1.797 5.345 0.6952
H 0.646 -0.089 4.754 0.4262
H 1.066 -2.697 4.175 0.4678
H 1.941 -3.959 1.977 0.7015
H 1.359 -2.237 0.040 -0.1565
H -1.298 4.269 2.880 0.5822
H -3.677 4.597 2.136 0.3994
H -5.418 3.004 2.913 0.4639
H -4.875 1.193 4.551 0.4830
H -2.499 0.840 5.072 0.4085
I 5.763 2.997 3.519 0.1478
C 3.987 2.887 2.408 -0.9839
C 2.763 3.266 2.906 -0.3374
N 1.884 3.204 1.900 0.1118
N 2.433 2.730 0.762 -0.1738
C 3.716 2.593 1.051 -0.0811
H 2.417 3.478 3.883 0.5169
H 0.888 3.102 1.991 0.2312
H 4.340 2.174 0.254 0.5493
C 4.765 -3.014 1.824 -1.1805
Te 3.871 -1.785 0.434 0.3435
C 3.835 -3.501 -0.770 -1.0924
C 3.986 -4.664 0.122 0.5280
C 3.727 -5.949 -0.263 -0.4950
C 3.884 -7.035 0.620 -0.8404
C 4.355 -6.752 1.892 -0.5399
C 4.666 -5.465 2.262 -0.8517
C 4.521 -4.430 1.384 0.6863
H 4.410 -2.801 2.841 0.4976
H 5.834 -2.783 1.909 0.6299
H 4.688 -3.456 -1.451 0.7037
H 2.943 -3.474 -1.357 0.5146
H 3.455 -6.120 -1.302 0.4874
H 3.600 -8.006 0.324 0.5009
H 4.506 -7.505 2.676 0.3902
H 5.053 -5.255 3.254 0.4889
C -3.092 2.929 -1.104 -0.8605
N -4.004 1.762 -1.053 0.7714
C -3.720 0.591 -0.456 -0.6956
Se -2.094 -0.044 0.113 -0.3545
N -4.885 -0.089 -0.304 0.1723
C -5.961 0.643 -0.804 0.5205
C -7.286 0.399 -0.875 -0.8054
C -8.095 1.336 -1.529 -0.4974
C -7.531 2.508 -2.011 -0.7363
C -6.183 2.781 -1.923 -0.8181
C -5.387 1.828 -1.299 0.9047
H -2.545 2.967 -0.132 0.2542
H -3.729 3.841 -1.333 0.3603
H -2.362 2.895 -1.939 0.0312
H -4.934 -1.056 0.069 0.3103
H -7.824 -0.453 -0.471 0.4186
H -9.160 1.039 -1.617 0.3702
H -8.111 3.232 -2.541 0.4298
H -5.765 3.685 -2.353 0.3949
```

F_max = 2.46 eV Å⁻¹
HOMO-LUMO gap = 6.67 eV
Charge = +2
Energy above the lowest of the compared OMol25 structures with the same formula, charge and spin = 22.1 kcal per mole
E = -5390.11373 Ha



What did the first record say?
Here is C17H14ClCrNO3S as an isolated structure in a non-equilibrium geometry from the OMol25 dataset. Energies are from the ωB97M-V functional and the def2-TZVPD basis.

```
38
Properties=species:S:1:pos:R:3:nbo_charge:R:1
C 1.522 -0.376 1.744 -0.3156
C 1.836 0.814 0.999 -0.3587
C 2.161 0.428 -0.351 -0.3817
H 1.921 1.818 1.397 0.2334
C 2.054 -1.003 -0.439 -0.3326
C 1.658 -1.496 0.856 -0.3475
H 1.610 -2.542 1.146 0.2512
H 1.265 -0.435 2.797 0.2365
H 2.551 1.076 -1.131 0.2419
H 2.333 -1.603 -1.302 0.2260
Cr 0.075 -0.143 0.091 1.0798
Cl -1.769 0.132 1.470 -0.6585
C -1.581 4.155 -3.166 -0.3629
C -0.700 3.636 -4.162 -0.3694
C 0.600 4.180 -3.928 -0.3753
H -0.974 2.971 -4.975 0.1710
C 0.521 5.036 -2.788 -0.3736
C -0.827 5.020 -2.317 -0.3659
H -1.216 5.592 -1.479 0.1725
H -2.645 3.952 -3.088 0.1751
H 1.486 4.001 -4.531 0.1678
H 1.336 5.621 -2.373 0.1682
O -2.240 -4.839 1.948 -0.9455
S -0.949 -4.604 1.381 2.3110
O 0.232 -5.087 2.073 -0.9577
N -0.722 -3.083 0.801 -0.8494
C -0.817 -2.978 -0.527 0.6068
O -0.742 -1.876 -1.179 -0.7034
C -0.925 -4.302 -1.155 -0.0468
C -0.774 -4.581 -2.501 -0.2021
C -0.811 -5.938 -2.843 -0.2221
C -0.942 -6.981 -1.885 -0.2253
C -1.011 -6.670 -0.523 -0.1860
C -0.966 -5.312 -0.220 -0.3289
H -0.634 -3.733 -3.173 0.2433
H -0.738 -6.192 -3.898 0.2001
H -0.979 -8.030 -2.195 0.2018
H -1.093 -7.403 0.280 0.2227
```

F_max = 2.82 eV Å⁻¹
HOMO-LUMO gap (spin up / spin down) = 4.81 / 4.81 eV
Charge = -2
2S+1 = 5
Expectation value of S² = 6.0241
E = -2839.55723 Ha



Look up the F_max of the second one. 2.46 eV Å⁻¹



Which formula does entry 2 have? C43H40IN9OPbSeTe



Which value of F_max does entry 2 give? 2.46 eV Å⁻¹